# 1
{
  "formula": "C39H57LuN7O3P3S",
  "method": "ωB97M-V/def2-TZVPD",
  "elements": ["Lu", "C", "N", "C", "P", "O", "O", "P", "O", "N", "C", "C", "N", "C", "C", "N", "C", "C", "H", "H", "H", "H", "H", "H", "H", "H", "H", "H", "H", "H", "H", "H", "H", "H", "H", "H", "H", "H", "H", "H", "H", "H", "N", "C", "C", "C", "C", "C", "C", "P", "C", "C", "C", "C", "C", "C", "C", "C", "C", "C", "C", "C", "H", "H", "H", "H", "H", "H", "H", "H", "H", "H", "H", "H", "H", "H", "H", "H", "S", "C", "N", "C", "C", "C", "C", "C", "C", "C", "C", "C", "C", "C", "C", "N", "H", "H", "H", "H", "H", "H", "H", "H", "H", "H", "H", "H", "H", "H", "H", "H", "H"],
  "xyz": [[-0.461, 0.620, -0.386], [-1.623, -3.860, -1.781], [-0.185, -3.737, -2.035], [0.309, -4.455, -3.204], [0.717, -2.570, -1.372], [-0.136, -1.690, -0.509], [1.466, -1.814, -2.573], [1.962, -0.270, -2.651], [1.478, 0.521, -1.483], [3.594, -0.433, -2.554], [4.295, -1.154, -3.612], [4.357, 0.714, -2.041], [1.406, 0.238, -4.071], [1.520, -0.538, -5.302], [1.047, 1.651, -4.249], [1.960, -3.209, -0.516], [3.288, -3.487, -1.048], [1.543, -4.174, 0.505], [-2.203, -3.422, -2.594], [-1.887, -3.369, -0.847], [-1.866, -4.920, -1.682], [-0.147, -4.052, -4.113], [0.070, -5.516, -3.112], [1.392, -4.363, -3.289], [3.711, -1.998, -3.975], [5.233, -1.546, -3.212], [4.531, -0.504, -4.460], [3.783, 1.249, -1.290], [4.618, 1.407, -2.847], [5.277, 0.344, -1.585], [1.614, -1.601, -5.089], [2.373, -0.207, -5.901], [0.602, -0.412, -5.876], [0.948, 2.153, -3.289], [0.086, 1.702, -4.762], [1.807, 2.167, -4.841], [3.611, -2.699, -1.715], [3.328, -4.455, -1.561], [3.993, -3.519, -0.215], [0.549, -3.942, 0.882], [2.235, -4.128, 1.347], [1.535, -5.192, 0.103], [-3.044, -0.539, -0.479], [-3.688, -1.338, 0.519], [-4.899, -1.969, 0.264], [-5.488, -2.759, 1.240], [-4.859, -2.940, 2.465], [-3.660, -2.289, 2.721], [-3.073, -1.465, 1.767], [-1.627, -0.374, 2.051], [-0.696, -1.198, 3.381], [-1.084, -1.166, 4.720], [-0.328, -1.815, 5.686], [0.827, -2.499, 5.324], [1.226, -2.527, 3.996], [0.470, -1.875, 3.030], [-2.436, 1.036, 2.884], [-1.643, 1.951, 3.573], [-2.201, 3.096, 4.115], [-3.559, 3.352, 3.959], [-4.353, 2.451, 3.268], [-3.794, 1.295, 2.735], [-3.611, -0.382, -1.304], [-2.220, -1.039, -0.796], [-5.369, -1.852, -0.706], [-6.433, -3.247, 1.036], [-5.307, -3.569, 3.223], [-3.185, -2.409, 3.688], [-1.970, -0.614, 5.010], [-0.636, -1.779, 6.723], [1.420, -2.997, 6.081], [2.138, -3.039, 3.714], [0.798, -1.866, 1.998], [-0.580, 1.776, 3.669], [-1.570, 3.799, 4.643], [-3.993, 4.253, 4.373], [-5.411, 2.644, 3.138], [-4.429, 0.602, 2.196], [-1.880, -1.366, -4.559], [-1.549, -0.292, -3.365], [-1.349, 0.489, -2.514], [2.217, 2.707, 2.926], [2.711, 2.171, 1.581], [2.624, 0.635, 1.532], [2.038, 2.876, 0.412], [2.831, 3.553, -0.482], [2.305, 4.223, -1.600], [0.936, 4.263, -1.730], [0.060, 3.629, -0.833], [-1.400, 4.087, -0.929], [-2.489, 3.183, -0.358], [-1.528, 5.458, -0.249], [0.593, 2.824, 0.238], [-0.175, 1.996, 0.982], [2.675, 2.159, 3.756], [1.133, 2.607, 2.986], [2.472, 3.763, 3.034], [3.775, 2.424, 1.505], [1.574, 0.336, 1.557], [3.128, 0.187, 2.394], [3.078, 0.238, 0.621], [3.906, 3.566, -0.314], [2.949, 4.738, -2.300], [0.499, 4.843, -2.541], [-1.607, 4.221, -1.997], [-2.370, 3.078, 0.718], [-2.458, 2.185, -0.800], [-3.485, 3.587, -0.569], [-1.309, 5.355, 0.818], [-2.541, 5.857, -0.352], [-0.827, 6.182, -0.668]],
  "atomic_forces_ev_per_a": [[-0.7, -0.6, -0.4], [0.1, 0.0, -0.1], [-0.3, -0.1, -0.2], [0.0, 0.0, 0.0], [-0.1, 0.5, 0.5], [0.2, -0.3, -0.3], [0.0, 0.0, -0.1], [-0.2, 0.1, 0.9], [0.3, -0.3, -0.6], [0.3, 0.0, 0.0], [0.0, 0.0, 0.0], [0.0, -0.1, 0.0], [-0.1, 0.1, -0.4], [-0.1, 0.1, 0.0], [0.0, -0.1, -0.1], [0.2, -0.2, 0.0], [0.0, 0.0, 0.1], [0.0, 0.0, 0.0], [0.0, 0.0, 0.0], [0.0, 0.0, 0.0], [0.0, 0.0, 0.0], [0.0, 0.0, 0.0], [0.0, 0.0, 0.0], [0.0, 0.0, 0.0], [-0.1, 0.0, 0.0], [0.0, 0.0, 0.0], [0.0, 0.0, 0.0], [-0.1, 0.0, 0.0], [0.0, 0.0, 0.0], [0.0, 0.0, 0.0], [0.0, 0.0, 0.1], [0.0, 0.0, 0.0], [0.0, 0.0, 0.0], [0.0, 0.0, 0.0], [0.0, 0.0, 0.0], [0.0, 0.0, 0.0], [0.0, 0.0, 0.0], [0.0, 0.0, 0.0], [0.0, 0.0, 0.0], [0.0, 0.0, 0.0], [0.0, 0.0, 0.0], [0.0, 0.0, 0.0], [0.2, -0.2, 0.2], [0.0, 0.1, -0.3], [0.0, -0.1, 0.0], [0.0, 0.0, 0.0], [0.0, 0.0, -0.1], [0.0, 0.0, 0.1], [0.0, 0.0, 0.1], [-0.1, 0.1, 0.1], [0.0, 0.0, 0.0], [0.0, 0.0, 0.1], [0.0, 0.0, 0.0], [0.0, 0.0, 0.0], [-0.1, 0.0, 0.0], [0.0, 0.0, 0.1], [0.0, -0.1, 0.0], [0.1, 0.0, 0.1], [-0.1, 0.0, 0.0], [0.0, 0.0, 0.0], [0.0, 0.0, 0.0], [-0.1, 0.0, 0.0], [-0.1, 0.0, 0.1], [-0.1, -0.3, -0.2], [0.0, 0.0, 0.0], [0.0, 0.0, 0.0], [0.0, 0.0, 0.0], [0.0, 0.0, 0.0], [0.0, 0.0, 0.0], [0.0, 0.0, 0.0], [0.0, 0.0, 0.0], [0.0, 0.0, 0.0], [0.0, 0.0, 0.0], [0.0, 0.0, 0.0], [0.0, 0.0, 0.0], [0.0, 0.0, 0.0], [0.0, 0.0, 0.0], [0.0, 0.0, 0.0], [0.1, 0.2, 0.3], [-0.3, -0.1, -0.3], [0.0, -0.1, -0.3], [0.0, 0.0, 0.0], [0.1, 0.0, 0.0], [-0.1, 0.1, -0.1], [0.0, -0.1, 0.1], [0.0, 0.1, -0.1], [0.1, -0.1, 0.2], [-0.2, 0.0, 0.0], [0.0, 0.0, -0.1], [0.0, 0.0, 0.0], [0.1, -0.1, 0.1], [0.0, 0.0, 0.0], [0.0, 0.3, 0.4], [0.7, 1.0, 0.6], [0.0, 0.0, 0.0], [0.1, 0.0, 0.0], [0.0, 0.0, 0.0], [0.0, 0.0, 0.0], [0.1, 0.0, 0.1], [0.0, 0.0, 0.0], [0.0, 0.0, 0.0], [0.0, 0.0, 0.0], [0.0, 0.0, 0.0], [0.0, 0.0, 0.0], [0.0, 0.0, 0.0], [-0.1, 0.0, 0.0], [-0.2, -0.1, -0.1], [0.1, 0.1, -0.1], [0.0, 0.0, 0.0], [0.0, 0.0, 0.0], [0.0, 0.0, 0.0]],
  "homo_lumo_gap_ev": 5.787,
  "homo_ev": -5.525
}

=====

# 2
{
  "formula": "C39H59N11PSbSi3Sm",
  "method": "ωB97M-V/def2-TZVPD",
  "elements": ["Sm", "C", "N", "C", "C", "N", "C", "P", "C", "N", "C", "C", "N", "C", "C", "N", "C", "C", "N", "C", "H", "H", "H", "H", "H", "H", "H", "H", "H", "H", "H", "H", "H", "H", "H", "C", "Sb", "C", "C", "C", "C", "C", "C", "N", "Si", "C", "C", "C", "C", "C", "C", "C", "C", "C", "N", "Si", "C", "C", "C", "Si", "C", "C", "C", "H", "H", "H", "H", "H", "H", "H", "H", "H", "H", "H", "H", "H", "H", "H", "H", "H", "H", "H", "H", "H", "H", "H", "H", "H", "H", "H", "H", "H", "H", "H", "H", "H", "H", "H", "H", "H", "H", "N", "C", "C", "N", "C", "C", "N", "C", "H", "H", "H", "H", "H", "H"],
  "xyz": [[0.244, 0.351, -0.624], [1.186, -2.362, -6.166], [0.868, -1.297, -5.259], [0.710, 0.016, -5.568], [0.464, 0.665, -4.390], [0.476, -0.228, -3.364], [0.719, -1.407, -3.915], [0.864, -3.009, -3.054], [2.115, -2.460, -1.846], [2.102, -1.380, -1.079], [3.293, -1.372, -0.426], [4.041, -2.446, -0.818], [3.290, -3.127, -1.724], [3.672, -4.357, -2.361], [-0.655, -2.881, -2.054], [-0.940, -2.005, -1.106], [-2.165, -2.360, -0.629], [-2.624, -3.449, -1.308], [-1.663, -3.778, -2.210], [-1.808, -4.813, -3.193], [1.168, -1.981, -7.185], [2.182, -2.754, -5.949], [0.460, -3.172, -6.078], [0.771, 0.378, -6.575], [0.258, 1.703, -4.220], [3.528, -0.601, 0.284], [5.021, -2.767, -0.525], [4.739, -4.337, -2.582], [3.458, -5.210, -1.714], [3.112, -4.486, -3.286], [-2.653, -1.818, 0.157], [-3.542, -3.991, -1.228], [-2.569, -4.528, -3.922], [-0.864, -4.977, -3.709], [-2.120, -5.742, -2.713], [-0.308, 4.832, -0.244], [-0.143, 3.374, 1.362], [1.507, 2.164, 0.606], [1.979, 1.451, 1.798], [2.657, 2.087, 2.853], [2.994, 1.383, 3.984], [2.650, 0.036, 4.055], [2.006, -0.529, 2.972], [1.680, 0.140, 1.866], [2.895, 3.028, -0.329], [2.543, 2.881, -2.210], [3.372, 4.835, 0.093], [4.504, 2.007, -0.072], [-2.404, 2.119, 1.383], [-2.050, 0.854, 2.007], [-2.597, 0.432, 3.239], [-2.269, -0.784, 3.780], [-1.389, -1.615, 3.086], [-0.896, -1.163, 1.884], [-1.208, 0.024, 1.341], [-3.178, 3.428, 2.587], [-2.251, 3.500, 4.271], [-5.045, 3.201, 2.960], [-3.014, 5.199, 1.888], [-3.610, 1.736, -0.072], [-3.151, 0.630, -1.578], [-4.396, 3.294, -0.832], [-5.017, 0.671, 0.713], [-0.300, 5.811, 0.223], [-1.233, 4.705, -0.791], [0.526, 4.747, -0.929], [2.887, 3.137, 2.749], [3.507, 1.864, 4.805], [2.876, -0.548, 4.933], [1.735, -1.578, 2.991], [1.658, 3.433, -2.506], [2.397, 1.834, -2.499], [3.376, 3.267, -2.789], [2.512, 5.434, 0.370], [3.852, 5.316, -0.753], [4.072, 4.869, 0.922], [4.553, 1.166, -0.757], [4.582, 1.622, 0.941], [5.381, 2.620, -0.249], [-3.318, 1.060, 3.729], [-2.696, -1.106, 4.719], [-1.120, -2.588, 3.466], [-0.223, -1.796, 1.307], [-1.909, 2.534, 4.622], [-2.894, 3.917, 5.041], [-1.380, 4.144, 4.189], [-5.306, 2.195, 3.270], [-5.648, 3.443, 2.092], [-5.341, 3.876, 3.758], [-2.066, 5.640, 2.184], [-3.804, 5.833, 2.277], [-3.070, 5.229, 0.809], [-3.072, 1.232, -2.476], [-3.922, -0.119, -1.746], [-2.201, 0.109, -1.436], [-3.675, 3.869, -1.401], [-4.841, 3.943, -0.088], [-5.183, 2.993, -1.518], [-4.643, 0.046, 1.518], [-5.478, 0.015, -0.021], [-5.807, 1.287, 1.125], [-1.129, 3.010, -2.589], [-0.659, 2.189, -1.912], [3.188, -5.480, 2.749], [2.181, -5.126, 1.787], [1.235, -5.956, 1.256], [0.535, -5.205, 0.357], [1.032, -3.940, 0.322], [2.012, -3.927, 1.191], [2.738, -5.914, 3.643], [3.745, -4.587, 3.032], [3.880, -6.211, 2.323], [1.144, -6.981, 1.551], [-0.301, -5.485, -0.253], [2.617, -3.071, 1.416]],
  "atomic_forces_ev_per_a": [[0.2, -0.9, 0.3], [0.2, -0.5, -0.4], [-0.2, 0.2, 0.6], [-0.1, 0.4, 0.0], [0.0, 0.2, -0.3], [-0.1, -0.2, 0.4], [0.1, -0.4, 0.1], [-0.1, 0.7, 0.3], [-0.1, -0.2, -0.4], [-0.2, 0.0, -0.2], [0.5, -0.1, 0.1], [0.1, 0.4, 0.3], [-0.4, 0.6, 0.1], [0.1, -0.6, -0.2], [0.4, -0.1, -0.2], [0.2, 0.1, -0.2], [-0.3, -0.2, -0.1], [-0.2, 0.2, 0.4], [0.2, 0.5, 0.4], [-0.1, -0.5, -0.5], [0.0, 0.0, 0.1], [-0.1, 0.0, -0.1], [0.1, 0.1, -0.1], [0.0, 0.0, -0.2], [0.0, 0.1, 0.0], [0.1, 0.0, 0.0], [0.2, -0.1, 0.0], [-0.1, 0.0, 0.0], [0.0, 0.0, 0.0], [0.1, 0.0, 0.1], [-0.1, 0.1, 0.1], [-0.2, -0.2, 0.0], [0.1, 0.0, 0.0], [-0.1, 0.0, 0.1], [0.1, 0.0, 0.0], [0.0, 0.1, 0.7], [1.1, -0.1, -2.0], [0.3, 1.3, 0.2], [0.1, -0.3, 0.4], [0.0, -0.1, 0.0], [0.0, 0.0, -0.1], [0.0, 0.0, -0.2], [0.2, -0.3, 0.4], [0.1, 0.4, -0.5], [0.8, -0.1, -0.8], [-0.1, 0.1, 0.8], [-0.5, -0.7, 0.1], [-0.6, 0.3, 0.0], [-1.9, -0.3, 0.6], [-0.4, 0.1, 0.0], [0.3, -0.1, -0.1], [-0.1, 0.1, 0.0], [0.2, 0.1, -0.3], [0.0, -0.5, 0.4], [0.0, 0.0, -0.1], [-0.3, 0.6, 0.4], [-0.2, -0.2, -0.7], [0.7, -0.1, -0.2], [0.1, -0.8, 0.0], [-0.9, 0.0, -0.6], [0.3, 0.4, 0.6], [0.4, -0.5, 0.4], [0.5, 0.5, 0.0], [0.1, 0.2, 0.0], [-0.1, -0.2, 0.0], [0.1, -0.1, 0.0], [0.0, 0.1, 0.1], [0.0, 0.0, 0.0], [0.0, -0.1, 0.0], [-0.1, -0.1, 0.0], [-0.2, 0.0, -0.1], [0.0, 0.0, 0.0], [0.3, 0.0, 0.0], [-0.2, 0.2, 0.0], [0.1, 0.0, -0.3], [0.1, -0.1, 0.2], [0.0, -0.1, -0.2], [0.1, -0.1, 0.2], [0.2, 0.2, -0.1], [-0.1, 0.1, 0.2], [-0.1, 0.0, 0.0], [0.1, -0.1, 0.0], [0.0, 0.0, 0.1], [0.1, -0.2, 0.1], [-0.2, 0.1, 0.0], [0.1, 0.1, 0.0], [-0.1, -0.2, 0.1], [-0.1, 0.0, -0.2], [0.1, 0.2, 0.1], [0.2, 0.1, 0.1], [-0.2, 0.1, 0.2], [0.0, 0.0, -0.3], [0.2, 0.1, 0.0], [0.0, -0.1, 0.2], [-0.2, -0.1, -0.3], [0.3, 0.1, -0.1], [-0.1, 0.2, 0.2], [-0.1, -0.2, -0.1], [0.1, -0.1, 0.2], [0.0, 0.0, -0.2], [-0.1, 0.2, 0.1], [0.2, -0.4, 0.3], [-0.4, 1.0, -0.6], [0.4, -0.3, 0.3], [-0.3, 0.1, -0.2], [-0.2, -0.2, -0.1], [0.0, -0.3, 0.1], [-0.1, 0.4, 0.0], [0.0, 0.1, 0.1], [0.0, 0.1, -0.1], [0.0, -0.1, 0.0], [0.0, 0.1, 0.1], [0.0, -0.2, 0.1], [-0.2, -0.2, -0.1], [0.2, 0.1, 0.2]],
  "spin_multiplicity": 6,
  "homo_lumo_gap_ev": [4.986, 5.723],
  "s_squared": 9.244,
  "homo_ev": [-6.853, -9.871],
  "total_charge": 1
}

=====

What relative energy (zero: lowest compared OMol25 entry of this formula, charge and spin) values result from the calculations? In sequence: 4.13; 97.98 kcal per mole.
What electronic energy values result from the calculations? In sequence: -130271.5141; -115149.9919 eV.